1.
C22H60N2O12 | wB97M-V/def2-TZVPD

Structure (XYZ):
```
96
Properties=species:S:1:pos:R:3:forces:R:3:lowdin_charge:R:1
C 32.410911 -7.283375 -5.564866 -1.15 2.04 -0.04 -0.115
O 31.166292 -7.815446 -5.961031 0.05 0.37 1.25 -0.180
C 30.601264 -7.000811 -6.992134 0.65 -2.49 0.50 -0.193
C 29.261636 -7.688202 -7.352983 0.56 1.97 -3.10 -0.111
N 28.510770 -6.619849 -8.145263 -0.49 -1.14 -0.47 -0.048
C 27.112102 -6.830254 -8.639542 1.51 -1.36 -1.87 -0.126
C 26.743254 -5.933870 -9.806786 11.49 0.13 1.49 -0.439
O 25.644277 -5.854953 -10.313454 -11.65 0.57 -1.81 -0.117
C 24.836538 -4.888478 -9.671690 -1.45 1.41 -0.65 -0.057
H 32.328116 -6.221687 -5.281911 -0.39 0.01 -0.11 0.082
H 33.161441 -7.246465 -6.316245 0.67 -0.58 -1.15 0.079
H 32.783357 -7.711069 -4.694556 0.46 -1.51 1.35 0.066
H 31.448009 -7.100472 -7.661504 -0.66 0.29 -1.81 0.116
H 30.569584 -5.954497 -6.774178 -0.57 0.76 0.73 0.095
H 28.722817 -8.092862 -6.537199 -0.37 -0.25 1.13 0.110
H 29.474564 -8.475360 -8.081108 -0.04 -0.22 0.38 0.089
H 28.294396 -5.946362 -7.469149 0.51 1.67 1.13 0.082
H 26.484601 -6.686708 -7.853757 -2.27 0.05 2.36 0.083
H 26.958136 -7.783408 -9.120168 0.15 -0.97 0.65 0.122
H 27.236604 -6.325618 -10.677500 2.21 -0.64 -0.01 0.104
H 27.222925 -4.954520 -9.681231 0.19 0.47 0.49 0.121
H 24.807231 -4.898387 -8.535261 0.56 -0.14 -1.28 0.109
H 23.790497 -5.085273 -9.997842 0.66 0.34 0.16 0.096
H 25.215066 -3.903338 -10.129507 -0.81 -1.07 1.21 0.109
C 27.961774 -2.728054 -11.022548 -1.72 0.92 -1.01 -0.041
O 26.835364 -3.436209 -11.612633 0.05 0.86 2.04 -0.218
C 27.177487 -4.140806 -12.733814 0.15 -0.62 -1.54 -0.278
C 25.971236 -4.150469 -13.670862 -0.25 1.28 1.75 -0.173
N 26.322799 -4.833153 -14.878650 -1.60 2.69 -2.00 -0.098
C 26.411860 -6.236578 -14.833309 1.46 -1.65 2.44 -0.206
C 26.778468 -6.827041 -16.134879 4.50 4.63 0.31 -0.350
O 26.497703 -8.049602 -16.359618 -2.38 -6.65 -0.95 -0.175
C 26.823335 -8.505448 -17.680988 0.34 -0.75 0.53 -0.032
H 28.284527 -2.085880 -11.872219 0.84 -0.45 0.84 0.107
H 28.613002 -3.459927 -10.617792 1.31 -0.37 -0.10 0.049
H 27.673055 -2.047117 -10.186684 -0.47 -0.64 -0.68 0.099
H 27.621304 -5.147116 -12.646179 -0.47 0.05 1.01 0.091
H 27.977767 -3.642565 -13.298891 -0.14 0.36 0.04 0.100
H 25.838774 -2.989914 -13.801460 -0.34 -2.28 -0.41 0.165
H 24.995153 -4.630660 -13.306105 1.33 0.88 0.42 0.148
H 25.481379 -4.523419 -15.402911 1.06 -0.89 -0.78 0.150
H 25.542256 -6.719799 -14.502594 -1.87 -0.67 0.68 0.122
H 27.167048 -6.503340 -14.048436 -0.46 0.13 -0.69 0.113
H 27.899113 -6.757552 -16.249046 -0.67 0.99 -0.20 0.151
H 26.282707 -6.225784 -16.819610 -0.63 1.74 -1.99 0.114
H 27.879066 -8.856178 -17.741121 -0.64 -0.09 0.37 0.107
H 26.785923 -7.715997 -18.424749 -0.55 0.36 0.02 0.088
H 26.100471 -9.314530 -17.890181 0.62 0.40 -0.12 0.105
O 29.997538 -11.122165 -10.585745 1.39 0.37 -2.55 -0.047
C 29.777846 -11.908132 -9.475172 1.93 0.20 0.39 -0.307
C 28.598856 -11.343378 -8.916723 -3.67 0.91 0.14 -0.308
O 28.256106 -11.961759 -7.695526 -0.38 0.40 -0.11 -0.031
H 30.426216 -10.252867 -10.467891 -0.37 -0.75 0.50 0.102
H 29.698394 -12.958815 -9.670425 -0.32 -0.53 -0.90 0.131
H 30.556394 -11.898161 -8.721213 0.79 0.39 0.20 0.126
H 27.770546 -11.457524 -9.645068 0.19 -0.15 0.51 0.143
H 28.708640 -10.236983 -8.850258 0.02 -0.54 0.36 0.110
H 28.940253 -11.577954 -7.163283 0.32 -0.19 1.37 0.069
O 29.749755 -7.564300 -10.512619 0.57 -1.81 -2.73 -0.044
C 30.138766 -6.475036 -11.333438 -0.71 -1.73 0.67 -0.226
C 30.967954 -5.594141 -10.558984 0.72 3.76 0.95 -0.239
O 30.905678 -4.303029 -11.171318 -0.57 -0.77 -1.29 -0.061
H 29.488285 -7.340502 -9.650467 -0.67 1.55 1.60 -0.012
H 30.802953 -6.838345 -12.048888 0.86 -1.30 -1.56 0.109
H 29.374125 -6.020176 -11.937879 -0.86 0.49 0.47 0.094
H 31.978975 -5.909516 -10.493944 1.18 -0.67 -0.26 0.120
H 30.689695 -5.462272 -9.538414 -0.89 -0.31 0.97 0.086
H 31.321145 -3.612095 -10.676786 0.60 0.59 0.62 0.017
O 31.725308 -2.269132 -9.550356 0.11 1.66 -1.04 -0.071
C 31.310132 -2.770009 -8.298165 -4.44 2.76 -2.79 -0.270
C 32.430764 -3.262009 -7.645627 3.08 1.08 2.97 -0.315
O 32.014603 -3.843204 -6.496354 -0.29 -3.23 1.81 -0.016
H 31.526937 -1.315549 -9.489474 0.44 -0.77 -0.78 0.118
H 30.751751 -1.891043 -7.880631 0.55 -1.00 0.85 0.152
H 30.516582 -3.525378 -8.496034 0.64 0.03 0.45 0.133
H 33.289746 -2.610730 -7.403239 -0.66 0.91 -0.39 0.154
H 32.938812 -3.939012 -8.216989 0.88 -2.43 -1.76 0.112
H 31.801886 -3.234633 -5.821441 -0.25 1.17 0.92 0.087
C 30.043902 -4.949433 -14.734189 -1.81 -2.59 -0.86 -0.105
C 29.597303 -3.792316 -15.479610 1.13 -1.15 -3.15 -0.318
O 28.621329 -4.354154 -16.360511 -0.10 1.30 -0.69 -0.115
H 30.272015 -5.780738 -15.436208 0.33 0.67 0.34 0.109
H 29.126151 -5.301147 -14.269532 0.29 -0.36 0.92 0.050
H 30.809906 -4.740771 -14.103689 2.25 0.25 2.33 0.044
H 30.492279 -3.485946 -16.086378 -1.14 0.56 0.26 0.133
H 29.213229 -3.037755 -14.858670 -0.43 1.41 0.63 0.085
H 27.801803 -4.464595 -15.838753 -0.05 0.17 -0.05 0.020
C 27.359094 -8.828004 -12.383546 -1.84 -0.33 1.61 -0.083
C 28.290346 -9.318049 -13.378792 3.12 0.72 0.33 -0.384
O 27.744758 -9.725206 -14.544910 -0.93 -0.97 -1.97 -0.034
H 26.461268 -9.432100 -12.447745 -0.65 0.22 -0.27 0.096
H 27.137197 -7.773295 -12.321683 -0.21 0.35 -0.57 0.051
H 27.682848 -9.067693 -11.403946 0.81 -0.16 1.12 0.045
H 28.857560 -10.169724 -13.026553 0.09 -0.21 0.48 0.113
H 29.049495 -8.529157 -13.555539 0.10 -0.11 -0.04 0.120
H 27.329856 -8.984021 -14.979873 -0.46 0.17 -0.56 0.040
```
Positions in Å, forces in eV/Å.

SMILES: COCCNCCOC.COCCNCCOC.OCCO.OCCO.OCCO.CCO.CCO
HOMO (eV): -9.2
Relative energy (zero: lowest compared OMol25 entry of this formula, charge and spin) (kcal per mole): 87.3



2.
C22H62AgBF3N5O10SV | wB97M-V/def2-TZVPD

Structure (XYZ):
```
106
Properties=species:S:1:pos:R:3:forces:R:3:mulliken_spin:R:1
O 2.348002 -1.491994 -0.442698 -0.74 -1.56 0.81 -0.134
V 1.131682 -2.490134 0.109122 0.91 3.39 -1.56 2.138
Ag -2.929648 -1.348934 -0.450958 1.05 -0.26 -0.23 0.001
B 0.286762 -3.535874 -1.976218 0.23 0.05 -0.19 -0.054
H 0.648002 -2.528864 -1.835868 1.73 3.95 -0.05 0.005
H 0.353752 -4.100884 -1.059428 0.41 -2.20 3.49 0.021
H -0.749278 -3.457744 -2.267328 -4.21 0.28 -0.75 0.005
H 0.764652 -4.137924 -2.733438 2.30 -1.83 -2.92 0.003
C -2.137608 -5.495424 2.287122 -1.57 2.85 -2.63 -0.002
F -1.300938 -6.461784 2.377872 0.97 -1.49 0.22 0.000
F -3.415098 -5.987134 2.106092 1.28 0.32 0.71 0.000
F -2.074978 -4.741674 3.379402 -0.42 -0.15 0.79 0.000
S -1.783848 -4.341884 0.729722 -0.64 -1.39 -1.53 -0.003
O -2.935868 -3.453454 0.605402 -0.02 0.11 1.24 0.003
O -0.519498 -3.670904 0.940062 -0.02 0.12 1.89 0.003
O -1.740708 -5.294394 -0.338098 -0.15 -0.82 0.35 -0.001
C -0.605368 0.530096 0.432512 0.15 -2.05 -0.12 0.004
O -0.427718 -0.869764 0.087052 -1.04 1.92 0.53 -0.012
H -0.491418 1.277486 -0.352678 0.01 -0.23 -1.01 0.001
H -1.603078 0.718086 0.829162 -0.54 -0.05 0.16 0.001
H 0.038772 0.958296 1.200512 0.67 -0.47 0.58 -0.003
C -0.694598 0.201756 -3.865898 -0.37 1.20 -0.47 0.000
C -2.182118 -0.042014 -3.562768 0.67 1.35 -2.66 -0.001
C -3.014088 -0.176394 -4.920888 1.59 0.35 0.97 0.000
O -2.664458 0.902336 -5.829058 -0.22 -1.38 0.88 0.000
C -3.055208 0.609786 -7.152308 -0.27 1.27 0.12 0.000
N -2.237218 -1.209094 -2.805878 -1.14 -2.15 1.75 -0.005
H -0.278938 -0.726394 -4.258138 0.14 0.19 -0.23 0.000
H -0.071668 0.525146 -3.031948 -0.38 -0.45 0.56 0.001
H -0.622658 1.047916 -4.549228 0.20 -0.25 -0.51 0.000
H -2.667158 0.833966 -3.132068 0.23 0.17 0.80 0.000
H -4.073038 -0.194654 -4.663208 -0.32 0.26 -0.20 0.000
H -2.763038 -1.165384 -5.304258 0.13 -0.02 -0.62 0.000
H -4.116918 0.836336 -7.250058 -0.50 -0.90 -0.08 0.000
H -2.732558 -0.379044 -7.478208 -0.26 -0.04 -0.05 0.000
H -2.654438 1.386826 -7.803228 0.67 -0.14 0.03 0.000
H -1.358798 -1.515244 -2.412488 0.64 0.26 0.13 0.009
H -2.547478 -2.055084 -3.262108 -0.33 0.10 -0.37 -0.002
C -6.161978 1.755926 -0.769028 0.69 -0.11 1.72 0.000
C -5.064288 0.803066 -0.287348 -1.27 -0.90 0.64 0.000
C -5.567268 -0.033784 1.034182 2.07 2.00 -1.67 0.000
O -4.563158 -0.973204 1.415072 -0.91 1.21 -0.73 0.001
C -4.930818 -1.653834 2.566052 -0.11 -0.78 1.11 0.000
N -4.888738 -0.179094 -1.319398 0.25 -1.55 -0.21 0.001
H -5.748398 2.385516 -1.556848 -0.46 -0.18 -0.25 0.000
H -6.430968 2.384266 0.080042 -0.37 0.36 -0.14 0.000
H -6.990358 1.093666 -1.020608 -0.23 0.55 -0.46 0.000
H -4.099908 1.302016 -0.191858 -0.09 0.15 0.76 0.001
H -6.539678 -0.455724 0.780252 -0.06 -0.50 0.01 0.000
H -5.705478 0.713446 1.815622 -0.09 -0.05 0.33 0.000
H -5.754538 -2.342274 2.377242 -0.03 -0.27 -0.12 0.000
H -5.265198 -0.996474 3.368642 -0.06 0.49 0.01 0.000
H -4.080238 -2.197394 2.977332 0.05 -0.10 -0.44 0.000
H -4.972018 0.153466 -2.269438 0.25 0.29 -0.01 0.000
H -5.593048 -0.893304 -1.201268 -0.09 -0.26 -0.22 0.000
C -0.212828 -1.962854 3.518942 1.29 0.65 0.19 -0.004
C 1.254032 -1.457834 3.415922 -0.62 -0.03 -0.39 0.021
C 2.131512 -1.676334 4.666522 -1.03 0.10 0.12 0.003
O 1.710652 -0.868464 5.747682 0.22 -0.07 1.07 0.000
C 2.139122 0.496056 5.660022 -0.73 -1.17 -0.87 0.000
N 1.924712 -2.068624 2.274272 -0.36 -0.59 0.23 -0.019
H -0.202908 -3.051824 3.565432 -0.01 -0.02 0.32 0.003
H -0.758458 -1.716334 2.608112 0.03 0.27 0.04 0.010
H -0.654068 -1.516404 4.410052 -0.28 -0.20 -0.02 -0.001
H 1.351222 -0.418044 3.103672 -0.77 0.43 0.57 -0.004
H 3.200202 -1.539654 4.501262 0.14 0.34 -0.48 -0.001
H 2.029432 -2.719634 4.965182 -0.21 -0.14 0.28 0.000
H 1.483552 0.914386 4.896272 0.30 0.79 -0.04 0.000
H 3.175782 0.506466 5.323382 0.14 0.38 0.10 0.000
H 1.982872 1.002736 6.612372 0.09 -0.24 -0.02 0.000
H 2.076272 -3.038884 2.510322 0.54 -0.44 0.11 0.011
H 2.782412 -1.544944 2.375302 0.93 -0.55 -1.37 -0.001
C 6.135662 -0.758534 0.795932 -0.93 -0.06 -0.01 -0.012
C 6.258222 0.611946 1.441062 -1.43 -0.83 1.27 0.001
C 5.528072 0.534816 2.866632 0.58 -0.80 -2.10 0.000
O 4.138472 0.324666 2.665022 -0.09 -0.17 1.27 0.004
C 3.465372 1.475486 2.262052 -0.23 1.08 -1.21 -0.001
N 7.658572 0.851736 1.568282 1.61 0.71 0.19 0.000
H 5.120612 -1.153734 0.835612 -0.26 0.36 -0.26 0.012
H 6.704922 -1.497874 1.359332 0.55 0.15 -0.23 0.000
H 6.407742 -0.678674 -0.256538 0.24 -0.38 0.02 0.000
H 5.730202 1.355806 0.844442 -0.10 0.12 -0.11 0.000
H 5.776662 1.404466 3.474912 -0.26 0.15 0.20 0.000
H 5.865812 -0.394994 3.324352 0.27 0.20 0.30 0.000
H 3.519522 1.556686 1.176422 0.16 0.39 -0.01 0.000
H 3.857782 2.368116 2.749192 0.41 0.20 -0.07 0.000
H 2.394582 1.556846 2.448832 -0.13 -1.03 0.48 0.001
H 8.111872 0.753016 0.671142 -0.02 -0.60 -0.26 0.000
H 7.936192 1.797546 1.788432 -0.50 0.36 0.55 0.000
C 1.959832 5.463996 -0.555188 0.02 -0.25 -0.82 0.000
C 1.561752 4.018856 -1.021008 0.02 1.26 -0.29 0.000
C 2.338542 3.433896 -2.245138 -0.08 0.16 1.71 0.000
O 2.237002 4.211806 -3.391028 1.16 0.56 -1.04 0.000
C 0.974442 4.322346 -4.019338 0.71 0.27 0.51 0.000
N 1.639772 3.071386 0.074512 0.24 -0.13 -0.38 0.000
H 1.460152 5.814896 0.347742 0.13 -0.69 0.48 0.000
H 1.607542 6.236386 -1.238858 0.07 -0.24 -0.65 0.000
H 3.037152 5.613626 -0.483828 0.05 -0.20 0.28 0.000
H 0.562312 4.146376 -1.436888 -0.60 -0.16 0.29 0.000
H 2.021002 2.399036 -2.372888 -0.55 -0.20 -0.33 0.000
H 3.386672 3.309736 -1.972888 0.24 0.45 -0.19 0.000
H 0.618692 3.306656 -4.192308 -0.93 0.20 0.33 0.000
H 1.037792 4.821316 -4.986358 0.70 -0.18 -0.13 0.000
H 0.439492 5.055276 -3.415418 -1.13 -0.68 0.08 0.000
H 1.269442 2.197646 -0.271228 0.15 -0.44 0.18 -0.001
H 1.058472 3.307366 0.866032 -0.12 0.34 -0.03 0.000
```
Positions in Å, forces in eV/Å.

HOMO (alpha / beta) (eV): -3.1 / -5.0
Net charge: -1
Multiplicity: 3



| no. | largest force on an atom (eV/Å) |
| --- | --- |
| 1 | 11.80 |
| 2 | 4.31 |